{"formula": "C2H3Cl2N", "method": "ωB97M-V with the def2-TZVPD basis set", "elements": ["C", "C", "N", "Cl", "Cl", "H", "H", "H"], "coordinates": [[0.966, -0.139, 0.151], [-1.110, 0.534, -0.239], [1.168, -1.142, 0.753], [-1.496, 0.100, -1.856], [-2.254, 0.023, 0.867], [1.410, 0.553, -0.457], [-0.688, 1.525, -0.324], [2.006, -1.455, 1.105]], "forces_ev_per_angstrom": [[-1.00, 2.81, -1.08], [0.74, 0.14, -1.24], [-1.11, -3.65, 0.32], [0.11, -0.48, -0.37], [-0.05, 0.16, 0.81], [0.01, 1.71, -1.63], [-0.27, 0.19, 1.12], [1.56, -0.86, 2.07]], "relative_energy_ev": 2.0146, "total_energy_ha": -1052.8975, "spin_multiplicity": 3}



{"formula": "C2H8N4", "method": "ωB97M-V with the def2-TZVPD basis set", "elements": ["H", "N", "C", "N", "C", "N", "N", "H", "H", "H", "H", "H", "H", "H"], "coordinates": [[-0.413, 1.722, -0.498], [0.497, 1.306, -0.092], [0.318, 0.045, -0.106], [-0.882, -0.640, -0.220], [-2.190, 0.042, 0.193], [1.456, -0.707, 0.046], [2.739, -0.075, 0.063], [-0.930, -1.675, -0.752], [-2.027, 0.648, 1.116], [-2.964, -0.677, 0.545], [-2.706, 0.599, -0.689], [1.490, -1.725, 0.155], [2.795, 0.638, -0.684], [2.817, 0.498, 0.922]], "forces_ev_per_angstrom": [[1.83, -0.45, 1.16], [-2.71, 1.75, -1.25], [0.52, -0.82, 0.06], [-1.89, -2.86, -1.04], [0.04, -0.45, -0.98], [1.06, -0.66, -0.02], [-0.33, 0.25, 0.32], [0.25, 4.12, 2.14], [0.21, 0.00, -1.16], [0.84, -0.10, -0.52], [1.15, -0.54, 1.64], [-0.23, 1.01, -0.08], [-0.43, -0.71, 0.31], [-0.29, -0.54, -0.57]], "relative_energy_ev": 1.9444, "smiles": "[H]/N=C(\\NC)NN", "total_energy_ha": -299.9593, "spin_multiplicity": 1}



{"formula": "C20H30F3IrN4O5S3", "method": "ωB97M-V with the def2-TZVPD basis set", "elements": ["Ir", "F", "C", "F", "F", "C", "C", "C", "C", "N", "C", "S", "H", "H", "H", "C", "C", "C", "S", "O", "C", "C", "C", "H", "H", "H", "H", "H", "H", "H", "H", "H", "H", "H", "H", "H", "H", "C", "C", "S", "O", "O", "C", "C", "N", "C", "N", "C", "C", "N", "O", "O", "C", "H", "H", "H", "H", "H", "H", "H", "H", "H", "H", "H", "H", "H"], "coordinates": [[-1.338, -0.105, 0.520], [-3.224, -0.689, 5.195], [-4.232, -0.008, 4.640], [-5.358, -0.326, 5.265], [-3.989, 1.297, 4.818], [-4.319, -0.317, 3.162], [-5.436, -0.872, 2.578], [-5.442, -1.163, 1.209], [-4.329, -0.905, 0.453], [-3.241, -0.354, 1.031], [-3.226, -0.072, 2.345], [-1.619, 0.540, 2.656], [-6.307, -1.082, 3.184], [-6.317, -1.586, 0.737], [-4.292, -1.087, -0.610], [1.581, -0.885, 1.680], [1.558, -2.217, 0.956], [0.328, -3.067, 1.267], [-1.330, -2.374, 0.962], [-2.176, -2.689, 2.117], [-1.930, -3.309, -0.434], [-1.379, -2.827, -1.766], [-1.852, -1.437, -2.133], [2.490, -0.317, 1.489], [1.427, -0.979, 2.755], [0.744, -0.294, 1.281], [2.421, -2.820, 1.243], [1.641, -2.049, -0.120], [0.218, -3.312, 2.326], [0.352, -3.985, 0.678], [-3.014, -3.220, -0.340], [-1.643, -4.339, -0.214], [-1.699, -3.533, -2.533], [-0.286, -2.865, -1.754], [-2.936, -1.378, -2.209], [-1.433, -1.108, -3.082], [-1.531, -0.670, -1.383], [5.794, 0.089, -0.684], [4.991, 0.508, -1.913], [3.428, 1.197, -1.424], [3.595, 1.987, -0.229], [2.426, 0.140, -1.407], [2.962, 2.303, -2.754], [1.983, 3.392, -2.300], [1.070, 2.933, -1.236], [0.159, 1.965, -1.384], [-0.376, 1.647, -0.192], [0.196, 2.502, 0.740], [1.093, 3.270, 0.105], [1.928, 4.280, 0.727], [2.561, 5.024, 0.009], [1.896, 4.292, 1.933], [-0.197, 1.380, -2.698], [6.656, -0.486, -1.013], [5.205, -0.538, -0.014], [6.137, 0.957, -0.127], [4.750, -0.338, -2.556], [5.510, 1.272, -2.492], [2.540, 1.664, -3.530], [3.859, 2.777, -3.150], [1.381, 3.712, -3.150], [2.499, 4.260, -1.915], [-0.053, 2.500, 1.786], [-0.060, 2.110, -3.494], [-1.244, 1.095, -2.699], [0.427, 0.510, -2.907]], "forces_ev_per_angstrom": [[0.48, -1.18, -2.37], [0.01, -0.02, 0.01], [0.01, 0.06, -0.04], [-0.02, 0.01, 0.01], [0.01, 0.01, 0.02], [0.02, 0.01, -0.06], [-0.05, -0.05, -0.09], [-0.12, 0.03, 0.06], [0.15, 0.33, 0.03], [-0.53, -0.26, 0.36], [0.17, 0.17, -0.12], [-0.10, 0.12, 0.90], [0.00, -0.01, 0.00], [0.00, 0.00, 0.01], [0.01, -0.04, 0.01], [-0.05, -0.17, -0.07], [-0.08, -0.01, 0.01], [0.16, 0.19, -0.24], [-0.49, 0.56, 1.60], [0.31, -0.36, -0.39], [0.06, 0.11, -0.26], [0.10, -0.08, 0.12], [-0.11, -0.29, -0.16], [-0.02, -0.01, -0.06], [-0.01, -0.01, -0.01], [0.14, 0.39, 0.06], [-0.02, -0.04, 0.00], [0.04, -0.02, 0.00], [0.12, 0.00, 0.02], [-0.07, -0.09, 0.13], [-0.01, -0.06, -0.12], [-0.12, -0.01, 0.05], [-0.01, 0.04, -0.03], [0.00, -0.03, -0.02], [0.02, 0.06, 0.04], [0.06, 0.05, 0.08], [0.11, 0.17, -0.16], [-0.04, -0.01, -0.02], [0.06, -0.09, 0.05], [0.02, 0.00, 0.13], [0.04, -0.04, -0.08], [0.04, 0.02, 0.11], [-0.06, 0.00, -0.15], [-0.08, -0.06, -0.05], [-0.10, 0.13, -0.10], [-0.10, -0.07, 0.07], [-0.17, 0.56, 0.76], [0.05, -0.23, -0.06], [0.10, 0.13, -0.01], [-0.01, -0.05, 0.04], [-0.02, 0.02, 0.03], [0.01, 0.00, -0.04], [-0.01, 0.00, 0.00], [0.02, 0.02, 0.01], [0.00, -0.03, -0.03], [-0.01, 0.01, 0.00], [0.01, 0.05, -0.06], [0.04, -0.02, 0.02], [0.04, 0.02, -0.03], [0.00, 0.02, 0.04], [-0.01, 0.03, 0.02], [0.06, -0.05, 0.05], [-0.02, 0.05, -0.02], [0.02, 0.00, 0.01], [-0.03, 0.05, -0.01], [-0.01, 0.00, 0.00]], "relative_energy_ev": 0.6638, "total_energy_ha": -2973.1499, "spin_multiplicity": 1, "total_charge": 2}